DFT (ωB97M-V/def2-TZVPD) results for a 2-piece molecular cluster, C7H13NO2S overall in a non-equilibrium geometry.

Each line ends with the Mulliken charge.
Element x y z (Å)
C (0.52, -2.90, 0.18)  0.75
C (1.32, 1.58, 0.17)  -0.50
C (0.84, 1.27, 1.60)  -0.62
C (0.65, 0.53, -0.72)  -0.61
C (0.16, -0.09, 1.46)  -0.56
C (-1.36, -1.32, -1.81)  -1.60
C (-0.95, -1.40, -0.36)  0.15
N (-0.43, -0.06, 0.11)  -0.16
O (-0.07, -3.67, 0.85)  -0.56
O (1.51, -2.53, -0.34)  -0.52
S (-2.38, -1.75, 0.70)  -0.28
H (1.03, 2.59, -0.13)  0.27
H (2.40, 1.50, 0.08)  0.32
H (1.67, 1.23, 2.31)  0.35
H (0.14, 2.02, 1.95)  0.29
H (0.24, 0.94, -1.64)  0.45
H (1.33, -0.29, -0.96)  0.29
H (0.89, -0.90, 1.48)  0.28
H (-0.61, -0.28, 2.21)  0.47
H (-1.99, -0.45, -2.02)  0.35
H (-1.93, -2.22, -2.04)  0.47
H (-0.49, -1.30, -2.46)  0.33
H (-1.21, 0.61, 0.13)  0.46
H (-1.86, -2.86, 1.22)  0.18

Calculated values
- LUMO energy: 0.36 eV
- Charge: 0
- Orbital gap: 8.14 eV
- Spin multiplicity: 1


DFT (ωB97M-V/def2-TZVPD) results for a 2-piece molecular cluster, C7H13NO3 overall in a non-equilibrium geometry.

Each line ends with the Mulliken charge.
Element x y z (Å)
C (-1.12, 2.79, 0.93)  -1.53
C (-1.41, 1.35, 1.35)  0.82
C (-2.70, 1.41, 2.15)  -1.27
C (-1.32, 0.40, 0.18)  -0.15
N (-1.42, -0.08, -0.89)  0.53
O (-1.43, -0.73, -1.88)  -0.72
H (-1.10, 3.53, 1.69)  0.44
H (-0.08, 2.83, 0.61)  0.37
H (-1.71, 3.23, 0.14)  0.37
H (-0.59, 1.02, 1.97)  0.19
H (-3.72, 1.43, 1.64)  0.31
H (-2.63, 2.29, 2.84)  0.33
H (-2.85, 0.47, 2.79)  0.32
C (2.23, -3.25, -0.10)  -0.65
O (1.94, -2.52, -1.28)  -0.29
C (1.80, -1.23, -1.20)  0.84
C (1.88, -0.58, -2.61)  -0.92
O (1.70, -0.61, -0.13)  -0.63
H (2.51, -2.54, 0.64)  0.35
H (3.10, -3.97, -0.39)  0.21
H (1.28, -3.82, 0.27)  0.22
H (2.01, -1.35, -3.35)  0.30
H (2.72, 0.03, -2.58)  0.32
H (0.91, -0.10, -2.78)  0.24

Calculated values
- LUMO energy: 0.88 eV
- Charge: 0
- Orbital gap: 10.21 eV
- Spin multiplicity: 1


DFT (ωB97M-V/def2-TZVPD) results for an isolated ion of composition C7H13O and charge -1 in a non-equilibrium geometry.

Each line ends with the Mulliken charge.
Element x y z (Å)
C (1.48, -2.54, -0.79)  -1.15
C (0.32, -1.64, -0.63)  -0.12
C (0.02, -0.88, 0.43)  0.59
C (0.94, -0.63, 1.60)  -1.35
C (-1.02, 0.19, 0.30)  -0.76
C (-0.52, 1.57, -0.11)  -0.40
C (-1.52, 2.68, -0.68)  -0.53
O (-0.78, 3.72, -1.16)  -0.90
H (1.33, -3.56, -0.39)  0.25
H (1.67, -2.77, -1.84)  0.32
H (2.36, -2.16, -0.27)  0.31
H (-0.32, -1.49, -1.49)  0.29
H (0.38, -0.67, 2.53)  0.31
H (1.41, 0.37, 1.61)  0.32
H (1.83, -1.27, 1.55)  0.36
H (-1.77, -0.10, -0.46)  0.32
H (-1.62, 0.27, 1.22)  0.31
H (0.23, 1.47, -0.90)  0.19
H (-0.13, 2.14, 0.73)  0.25
H (-2.09, 3.07, 0.19)  0.18
H (-2.20, 2.23, -1.43)  0.23

Calculated values
- LUMO energy: 3.42 eV
- Charge: -1
- Orbital gap: 5.49 eV
- Spin multiplicity: 1


DFT (ωB97M-V/def2-TZVPD) results for a 2-piece molecular cluster, C7H13O overall in a non-equilibrium geometry.

Each line ends with the Mulliken charge.
Element x y z (Å)
C (-0.19, 2.19, 0.08)  -0.77
O (0.65, 1.09, -0.08)  -0.81
C (-1.17, 2.10, 1.30)  -0.31
C (-2.32, 1.16, 0.88)  -1.10
H (-0.79, 2.37, -0.83)  0.27
H (0.38, 3.15, 0.24)  0.23
H (-1.58, 3.09, 1.48)  0.30
H (-0.68, 1.65, 2.17)  0.29
H (-1.97, 0.20, 0.54)  0.21
H (-2.90, 1.58, 0.04)  0.30
H (-3.05, 1.02, 1.69)  0.34
C (-0.50, -2.43, -1.60)  -0.87
C (0.44, -1.60, -1.09)  0.17
C (1.50, -2.06, -0.25)  -0.34
C (2.27, -1.17, 0.45)  -0.68
H (-0.42, -3.52, -1.38)  0.23
H (-1.35, -2.08, -2.16)  0.30
H (0.30, -0.52, -1.17)  0.35
H (1.60, -3.15, -0.05)  0.21
H (3.14, -1.50, 1.04)  0.26
H (1.90, -0.15, 0.41)  0.41

Calculated values
- LUMO energy: 4.11 eV
- Charge: -1
- Orbital gap: 6.98 eV
- Spin multiplicity: 1


DFT (ωB97M-V/def2-TZVPD) results for an isolated ion of composition C7H13O and charge -2 in a non-equilibrium geometry.

Each line ends with the Löwdin spin population.
Element x y z (Å)
C (-1.53, 2.79, -0.39)  0.00
O (-1.09, 3.94, -0.90)  0.00
C (-0.47, 1.68, -0.12)  0.00
C (-1.00, 0.29, 0.08)  0.01
C (0.12, -0.70, 0.33)  0.01
C (0.41, -1.61, -0.61)  0.08
C (1.56, -2.49, -0.92)  0.43
C (0.85, -0.78, 1.67)  0.10
H (-2.06, 3.01, 0.63)  0.00
H (-2.31, 2.27, -1.03)  0.00
H (0.20, 1.72, -0.98)  0.00
H (0.16, 2.09, 0.69)  0.00
H (-1.59, 0.01, -0.80)  0.00
H (-1.80, 0.30, 0.84)  0.00
H (-0.26, -1.62, -1.48)  0.02
H (1.31, -3.49, -1.27)  0.11
H (2.26, -2.03, -1.63)  0.08
H (2.23, -2.70, -0.06)  0.08
H (0.08, -1.24, 2.31)  0.02
H (1.31, 0.07, 2.17)  0.01
H (1.63, -1.52, 1.48)  0.03

Calculated values
- ⟨S²⟩: 0.750
- LUMO energy (spin up / spin down): 6.52 / 6.58 eV
- Charge: -2
- Orbital gap (spin up / spin down): 2.93 / 6.58 eV
- Spin multiplicity: 2


DFT (ωB97M-V/def2-TZVPD) results for a 2-piece molecular cluster, C7H13O overall in a non-equilibrium geometry.

Each line ends with the Löwdin spin population.
Element x y z (Å)
C (-1.32, 0.82, 1.34)  0.01
O (-1.59, 1.67, 2.38)  0.01
C (-0.24, 1.36, 0.36)  0.03
C (-0.20, 0.75, -1.02)  0.19
C (0.40, -0.49, -1.28)  0.04
C (0.54, -0.99, -2.64)  -0.02
C (1.26, -1.07, -0.25)  0.54
C (1.35, -2.63, -0.32)  0.10
H (-1.16, -0.25, 1.60)  0.00
H (-2.24, 0.77, 0.69)  0.00
H (-0.38, 2.45, 0.37)  0.00
H (0.75, 1.16, 0.78)  0.01
H (-0.93, 2.90, 4.38)  0.00
H (-0.21, 1.44, -1.86)  0.01
H (0.48, -2.07, -2.74)  0.00
H (-0.06, -0.40, -3.33)  0.00
H (1.79, -0.43, 0.45)  0.03
H (-0.81, 3.46, 4.88)  0.00
H (1.93, -2.18, -1.18)  0.03
H (0.41, -3.06, -0.67)  0.01
H (2.00, -3.27, 0.26)  0.00

Calculated values
- ⟨S²⟩: 0.784
- LUMO energy (spin up / spin down): 6.44 / 6.45 eV
- Charge: -2
- Orbital gap (spin up / spin down): 4.69 / 4.35 eV
- Spin multiplicity: 2


DFT (ωB97M-V/def2-TZVPD) results for an isolated ion of composition C7H13O2 and charge +1 in a non-equilibrium geometry.

Each line ends with the Mulliken charge.
Element x y z (Å)
C (-1.19, -1.26, 0.19)  0.49
C (-0.86, 1.17, -0.45)  -0.77
C (1.22, 0.49, 0.59)  -0.75
C (1.13, -1.03, 0.66)  -0.68
C (0.55, 1.06, -0.65)  0.46
C (1.25, 2.39, -1.01)  -1.30
C (-2.58, -3.11, 0.28)  -0.69
O (-0.15, -1.68, 0.78)  -0.36
O (-2.31, -1.70, -0.01)  -0.20
H (-1.47, 1.14, -1.46)  0.31
H (-1.24, 1.45, 0.45)  0.46
H (0.78, 1.10, 1.32)  0.43
H (2.33, 0.72, 0.52)  0.40
H (1.56, -1.51, -0.16)  0.43
H (1.65, -1.27, 1.51)  0.41
H (0.69, 0.33, -1.40)  0.37
H (1.12, 2.96, -0.05)  0.33
H (0.81, 3.03, -1.80)  0.39
H (2.35, 2.12, -1.40)  0.32
H (-2.01, -3.92, -0.21)  0.34
H (-2.60, -3.43, 1.39)  0.31
H (-3.57, -3.15, -0.20)  0.29

Calculated values
- LUMO energy (spin up / spin down): -4.69 / -4.69 eV
- Charge: +1
- Orbital gap (spin up / spin down): 8.56 / 8.55 eV
- Spin multiplicity: 1


DFT (ωB97M-V/def2-TZVPD) results for an isolated ion of composition C7H14 and charge -1 in a non-equilibrium geometry.

Each line ends with the Löwdin spin population.
Element x y z (Å)
C (0.78, -1.98, -1.55)  0.04
C (1.05, -0.96, -0.45)  0.08
C (0.47, 0.47, -0.77)  0.02
C (0.17, 1.21, 0.50)  0.08
C (1.02, 2.21, 0.85)  0.17
C (-0.87, 0.68, 1.41)  0.17
C (-2.05, 0.06, 0.71)  0.09
H (0.16, -1.70, -2.39)  0.00
H (0.06, -2.75, -1.20)  0.01
H (1.68, -2.54, -1.81)  0.01
H (0.66, -1.31, 0.51)  0.04
H (2.12, -0.78, -0.35)  0.02
H (1.22, 0.99, -1.38)  0.01
H (-0.37, 0.27, -1.45)  0.00
H (1.86, 2.45, 0.19)  0.03
H (0.71, 3.04, 1.48)  0.03
H (-1.25, 1.43, 2.10)  0.03
H (-0.30, -0.09, 2.04)  0.10
H (-2.72, -0.49, 1.40)  0.04
H (-2.60, 0.66, 0.00)  0.01
H (-1.79, -0.87, 0.15)  0.02

Calculated values
- ⟨S²⟩: 0.751
- LUMO energy (spin up / spin down): 3.94 / 3.81 eV
- Charge: -1
- Orbital gap (spin up / spin down): 2.60 / 8.68 eV
- Spin multiplicity: 2


Q: Which formula does entry 1 have?
A: C7H13NO2S


Q: Which value of charge does entry 4 give?
A: -1


Q: Which value of charge does entry 3 give?
A: -1


Q: charge of number 6 (C7H13O)?
A: -2